1.
Molecular formula: C23H25N5O3S
Method: DFT, ωB97M-V/def2-TZVPD

Values from the calculation:
- energy above the lowest of the compared OMol25 structures with the same formula, charge and spin (kJ/mol) = 118.37
- LUMO level (hartree) = 0.0189
- HOMO energy (eV) = -8.3
- gap between HOMO and LUMO (eV) = 8.77
- charge = 0

Each line ends with the Mulliken charge.
Element x y z (Å)
1 C -0.867037 5.301413 4.675505  -0.998
2 N -0.248224 4.120832 4.111934  0.149
3 C 0.433679 3.349055 5.132927  -1.071
4 H -0.252699 3.181666 5.961067  0.410
5 H 0.720358 2.377974 4.736308  0.235
6 H 1.329792 3.860196 5.520200  0.336
7 C 0.617810 4.472534 3.001084  -1.133
8 C 1.108384 3.252835 2.223698  -0.397
9 C -0.063874 2.361923 1.819004  -1.962
10 N 0.399194 1.131462 1.209991  0.622
11 C 0.569633 1.013576 -0.126162  0.563
12 N 0.987830 -0.036340 -0.738374  -0.361
13 C 1.250007 -1.164405 -0.015807  0.369
14 C 1.673353 -2.322213 -0.676337  -0.594
15 C 1.883131 -3.472830 0.047183  -0.564
16 C 1.688143 -3.494182 1.428823  -0.746
17 C 1.294407 -2.353744 2.091529  -0.530
18 C 1.070051 -1.174756 1.377253  0.045
19 C 0.661463 0.047464 2.060805  0.584
20 O 0.547080 0.170092 3.262063  -0.702
21 H 1.149892 -2.338646 3.161394  0.507
22 H 1.856402 -4.407626 1.979159  0.427
23 H 2.202518 -4.370833 -0.460416  0.465
24 H 1.821168 -2.280859 -1.743423  0.633
25 S 0.157020 2.378250 -1.144528  -0.171
26 C 0.462728 1.657299 -2.794201  -1.104
27 H -0.227740 2.172482 -3.464903  0.453
28 C 0.343373 0.146206 -2.975307  0.780
29 O 1.242041 -0.445845 -3.529755  -0.643
30 N -0.871247 -0.444551 -2.725728  0.294
31 C -0.934858 -1.857585 -2.682103  0.414
32 C -0.479684 -2.660674 -3.715146  -0.688
33 C -0.531902 -4.039160 -3.590832  -0.771
34 C -1.039219 -4.620561 -2.441365  -0.589
35 C -1.500671 -3.826740 -1.406621  -0.837
36 C -1.450935 -2.445549 -1.520985  0.434
37 N -1.863833 -1.624875 -0.470992  0.198
38 C -2.077971 -0.293649 -0.596515  0.456
39 O -2.335863 0.428552 0.339287  -0.688
40 C -1.986683 0.175748 -2.048071  -0.937
41 H -2.910489 -0.137025 -2.554828  0.392
42 H -1.931885 1.261681 -2.075512  0.361
43 H -1.970901 -2.038340 0.446475  0.347
44 H -1.885559 -4.269898 -0.500104  0.438
45 H -1.073865 -5.694781 -2.345488  0.422
46 H -0.172090 -4.659709 -4.396558  0.411
47 H -0.069328 -2.201969 -4.598764  0.449
48 H 1.485797 1.913210 -3.071588  0.486
49 H -0.725465 2.874112 1.118132  0.616
50 H -0.633462 2.092014 2.710118  0.606
51 H 1.644487 3.593695 1.334972  0.334
52 H 1.800143 2.669996 2.833367  0.334
53 H 1.496410 5.055472 3.337729  0.437
54 H 0.035806 5.104296 2.323869  0.491
55 H -1.559810 4.999583 5.459300  0.319
56 H -0.136019 6.005185 5.106103  0.356
57 H -1.429116 5.819056 3.899004  0.311

Cartesian forces (eV/Å) of the 6 atoms listed first:
-0.021 -0.048 -0.041
-0.006 0.101 -0.014
-0.044 -0.041 -0.094
0.012 -0.039 0.054
0.070 -0.092 0.039
0.034 0.035 0.021

2.
Molecular formula: C23H25N5O4S
Method: DFT, ωB97M-V/def2-TZVPD

Values from the calculation:
- energy above the lowest of the compared OMol25 structures with the same formula, charge and spin (kJ/mol) = 197.54
- LUMO level (hartree) = 0.0199
- HOMO energy (eV) = -7.5
- gap between HOMO and LUMO (eV) = 8.04
- charge = 0

Each line ends with the Mulliken charge.
Element x y z (Å)
1 C 2.436663 -4.432548 2.920016  -0.855
2 H 2.689325 -4.377811 3.986005  0.332
3 O 1.883314 -3.223084 2.467704  -0.164
4 C 0.687846 -2.880687 3.130830  -0.877
5 C 0.082482 -1.642513 2.471841  -0.924
6 N -0.502391 -1.939586 1.195339  0.774
7 C -1.736597 -2.499385 1.004846  0.337
8 N -2.039995 -2.538847 -0.261351  -0.837
9 N -1.017922 -2.007500 -0.934981  -0.277
10 C -0.086454 -1.650820 -0.078396  0.643
11 C 1.141157 -1.006507 -0.447272  0.485
12 C 2.346609 -0.998813 0.210655  -0.758
13 N 3.241839 -0.237486 -0.480563  0.124
14 C 2.643033 0.258603 -1.607784  -0.713
15 C 3.142671 1.078452 -2.611097  -0.880
16 C 2.289873 1.405933 -3.644289  -0.746
17 C 0.974826 0.933555 -3.682908  -0.825
18 C 0.471103 0.127934 -2.686251  0.009
19 C 1.313059 -0.214257 -1.632013  0.413
20 H -0.538911 -0.247068 -2.706118  0.674
21 H 0.343958 1.215752 -4.511767  0.350
22 H 2.645100 2.039128 -4.444139  0.429
23 H 4.160202 1.440664 -2.582721  0.400
24 H 4.205067 -0.101625 -0.224485  0.207
25 H 2.639692 -1.529724 1.095677  0.641
26 S -2.792874 -2.941271 2.329301  -0.240
27 C -3.994337 -1.560244 2.132451  -0.572
28 H -4.447328 -1.431705 3.113608  0.478
29 H -4.738570 -1.849606 1.392951  0.308
30 C -3.188413 -0.332006 1.742395  0.125
31 O -2.471843 0.233434 2.546102  -0.633
32 N -3.313293 0.001544 0.438683  0.121
33 C -2.570131 0.940629 -0.296973  -0.552
34 C -3.007331 1.271598 -1.571689  -0.800
35 C -2.287946 2.179330 -2.318306  -0.654
36 C -1.116940 2.766462 -1.845370  -0.060
37 C -0.660611 2.407218 -0.563717  1.525
38 C -1.402118 1.510091 0.192443  -0.112
39 H -1.082359 1.244499 1.184089  0.655
40 O 0.508874 2.958596 -0.104560  -0.508
41 C 1.015394 2.527123 1.132954  -0.589
42 H 1.955382 3.062812 1.261667  0.260
43 H 0.341599 2.776132 1.958782  0.398
44 H 1.208194 1.449409 1.131292  0.002
45 O -0.549809 3.645523 -2.716798  -0.447
46 C 0.653217 4.313831 -2.413234  -0.617
47 H 1.476690 3.612200 -2.267265  0.117
48 H 0.551684 4.947467 -1.529728  0.256
49 H 0.855499 4.936479 -3.284892  0.286
50 H -2.613065 2.457035 -3.307855  0.421
51 H -3.900037 0.821236 -1.977742  0.381
52 H -3.939238 -0.552551 -0.130214  0.308
53 H 0.853463 -0.883685 2.330251  0.289
54 H -0.703849 -1.240771 3.120041  0.460
55 H -0.030829 -3.712806 3.081632  0.426
56 H 0.890674 -2.664586 4.190989  0.455
57 H 3.340906 -4.597731 2.338048  0.239
58 H 1.743797 -5.267446 2.763882  0.311

Cartesian forces (eV/Å) of the 6 atoms listed first:
0.045 -0.100 0.046
0.016 -0.025 -0.031
-0.146 0.251 -0.156
-0.071 0.228 0.008
0.345 -0.203 0.693
-0.347 -0.048 -0.855

3.
Molecular formula: C23H25NO3PtSi
Method: DFT, ωB97M-V/def2-TZVPD

Values from the calculation:
- LUMO level (spin up / spin down) (hartree) = -0.0429 / -0.0431
- HOMO energy (spin up / spin down) (eV) = -7.1 / -7.1
- gap between HOMO and LUMO (spin up / spin down) (eV) = 5.89 / 5.88
- charge = 0

Each line ends with the Mulliken charge.
Element x y z (Å)
1 Pt 0.380378 0.095020 -0.348443  0.748
2 C -2.552011 -2.368122 -2.531507  -1.513
3 C -1.189668 -1.735584 -2.331904  1.272
4 O -1.165614 -0.744282 -1.566823  -0.680
5 C -0.047668 -2.309976 -2.966385  0.079
6 C -0.158761 -3.387582 -3.872605  -0.581
7 C 0.937536 -4.076803 -4.311777  -0.726
8 C 2.212328 -3.733469 -3.831039  -0.498
9 C 2.370851 -2.650871 -3.016342  -0.436
10 C 1.267270 -1.836316 -2.626880  0.658
11 O 1.505430 -0.732959 -2.029203  -0.806
12 H -3.253102 -1.853511 -1.876018  0.292
13 H -2.534096 -3.427890 -2.289679  0.417
14 H -2.873437 -2.251940 -3.564684  0.420
15 H -1.140258 -3.660723 -4.224960  0.361
16 H 0.833169 -4.896859 -5.005467  0.380
17 H 3.074780 -4.318144 -4.123696  0.389
18 H 3.346591 -2.340772 -2.673000  0.437
19 C 3.759838 2.665154 0.401212  -1.096
20 Si 3.143127 0.983233 1.084143  -0.038
21 C 3.764392 -0.332894 -0.130600  -1.189
22 C 3.826054 0.502553 2.804138  -1.089
23 N 1.388978 1.065863 1.117744  0.155
24 C 0.707006 1.947617 1.890516  0.067
25 C 1.341869 2.875736 2.736643  -0.267
26 C 0.642889 3.799048 3.477337  -1.195
27 C -0.740899 3.830767 3.435334  -0.760
28 C -1.417248 2.905079 2.658634  -0.407
29 C -0.719121 1.978297 1.905366  1.161
30 O -1.342773 1.059250 1.098729  -0.280
31 C -2.715664 0.915675 1.117221  -0.232
32 C -3.417731 1.229704 -0.039320  0.060
33 C -4.781843 1.018892 -0.092464  -0.703
34 C -5.445446 0.488010 1.000565  -0.431
35 C -4.745337 0.175721 2.153147  -0.604
36 C -3.379712 0.386631 2.219620  -0.064
37 H 4.794356 2.605113 0.084288  0.390
38 H 3.675650 3.477759 1.112940  0.382
39 H 3.163776 2.931038 -0.466929  0.296
40 H 4.849294 -0.366012 -0.108028  0.487
41 H 3.461342 -0.088815 -1.141582  0.243
42 H 3.389198 -1.324292 0.102581  0.302
43 H 4.901612 0.383487 2.757338  0.356
44 H 3.406239 -0.447179 3.120711  0.306
45 H 3.606375 1.223384 3.581572  0.371
46 H 2.414048 2.873964 2.796892  0.277
47 H 1.179662 4.496990 4.102130  0.394
48 H -1.292000 4.562364 4.004825  0.377
49 H -2.498377 2.907523 2.644829  0.415
50 H -2.875679 1.619301 -0.886604  0.428
51 H -5.330502 1.266706 -0.989030  0.397
52 H -6.510549 0.322310 0.957156  0.411
53 H -5.263272 -0.244162 3.003358  0.379
54 H -2.824681 0.134875 3.110192  0.489

Cartesian forces (eV/Å) of the 6 atoms listed first:
-2.183 0.003 -0.814
0.063 0.533 0.061
-0.420 0.039 -0.072
0.512 -0.211 0.603
0.974 0.171 0.265
-0.006 -0.051 0.173